[1]
{
  "formula": "C2H5N3O4",
  "method": "ωB97M-V with the def2-TZVPD basis set",
  "elements": ["C", "C", "N", "N", "O", "O", "N", "O", "O", "H", "H", "H", "H", "H"],
  "positions_angstrom": [[0.976, -1.113, 0.221], [0.649, 0.315, 0.066], [1.686, 1.117, -0.499], [-0.472, 0.934, 0.361], [-0.831, 2.032, 0.022], [-1.597, 0.028, 0.897], [-2.413, -0.498, -0.148], [-3.446, -0.919, 0.156], [-1.885, -0.462, -1.220], [0.075, -1.639, -0.196], [1.824, -1.434, -0.320], [1.215, -1.284, 1.273], [1.559, 2.083, -0.267], [2.658, 0.838, -0.348]],
  "forces_ev_per_a": [[-2.4, -0.3, 0.7], [1.8, 1.4, -0.7], [-1.2, -0.5, 0.9], [0.7, -2.7, -0.6], [-0.4, 2.1, 0.0], [0.4, 0.0, 0.7], [3.0, 1.1, -1.3], [-2.2, -0.7, 1.4], [0.0, -0.1, -0.9], [1.0, -0.2, 0.9], [0.9, 0.1, -0.9], [-0.5, -0.5, 0.0], [-0.1, 0.6, -0.2], [-0.8, -0.3, 0.1]],
  "nbo_charge": [-0.670, 0.377, -0.788, 0.280, -0.461, -0.313, 0.730, -0.297, -0.380, 0.252, 0.237, 0.244, 0.399, 0.391],
  "relative_energy_kcal_mol": 132.0,
  "orbital_gap_ha": [0.33885, 0.33887],
  "total_energy_ha": -544.17670,
  "charge": 0,
  "e_lumo_ha": [0.02014, 0.02014],
  "smiles": "C/C(N)=[N+](/[O-])O[N+](=O)[O-]"
}

[2]
{
  "formula": "C2H5N3OS",
  "method": "ωB97M-V with the def2-TZVPD basis set",
  "elements": ["N", "N", "C", "S", "C", "N", "O", "H", "H", "H", "H", "H"],
  "positions_angstrom": [[-1.102, 1.484, 0.359], [-0.437, 0.305, 0.020], [-1.153, -0.839, -0.139], [-2.766, -1.021, 0.001], [0.931, 0.425, -0.285], [1.887, -0.406, -0.164], [1.503, -1.620, 0.363], [-0.562, 2.023, 0.998], [-1.341, 2.026, -0.468], [-0.502, -1.670, -0.429], [1.198, 1.394, -0.681], [2.342, -2.103, 0.425]],
  "forces_ev_per_a": [[-0.6, -0.2, -0.5], [0.3, 0.1, 0.1], [-0.2, -0.5, -0.2], [0.3, 0.1, 0.0], [0.0, -0.2, -0.1], [-0.2, 0.5, -0.1], [0.3, -0.5, 0.2], [0.4, 0.3, 0.4], [0.0, -0.1, 0.1], [-0.3, 0.3, 0.1], [0.1, 0.1, 0.0], [-0.3, 0.2, 0.0]],
  "nbo_charge": [-0.624, -0.298, -0.086, -0.077, 0.172, -0.146, -0.570, 0.364, 0.361, 0.222, 0.194, 0.488],
  "relative_energy_kcal_mol": 89.9,
  "orbital_gap_ha": 0.32270,
  "total_energy_ha": -716.79738,
  "charge": 0,
  "e_lumo_ha": 0.01657,
  "smiles": "NN(C=S)/C=N\\O"
}

[3]
{
  "formula": "C2H5N3OS",
  "method": "ωB97M-V with the def2-TZVPD basis set",
  "elements": ["H", "N", "C", "N", "S", "O", "N", "C", "H", "H", "H", "H"],
  "positions_angstrom": [[0.226, 2.554, 0.044], [-0.323, 1.629, -0.334], [0.451, 0.577, -0.140], [1.815, 0.523, 0.283], [2.917, -0.740, -0.390], [-0.262, -0.577, 0.014], [-1.585, -0.332, -0.636], [-2.502, -1.043, -0.036], [2.141, 1.632, 0.063], [3.015, -1.653, 0.635], [-3.603, -0.908, -0.268], [-2.292, -1.664, 0.765]],
  "forces_ev_per_a": [[-1.2, -2.6, -1.8], [4.2, 1.6, 2.1], [-2.6, 2.0, 1.1], [0.4, 2.8, -1.5], [-0.9, 0.9, 0.4], [-0.4, -0.5, -1.5], [-1.5, -2.1, 1.6], [0.5, 2.7, -2.1], [-0.4, -4.3, 0.8], [-0.4, 0.9, -0.2], [1.7, -0.1, -0.4], [0.6, -1.2, 1.6]],
  "nbo_charge": [0.326, -0.722, 0.661, -0.770, 0.164, -0.412, -0.059, -0.114, 0.413, 0.127, 0.208, 0.178],
  "relative_energy_kcal_mol": 125.2,
  "orbital_gap_ha": 0.35130,
  "total_energy_ha": -716.74123,
  "charge": 0,
  "e_lumo_ha": 0.01525,
  "smiles": "[H]/N=C(\\NS)ON=C"
}

[4]
{
  "formula": "C2H5N3OS",
  "method": "ωB97M-V with the def2-TZVPD basis set",
  "elements": ["H", "N", "C", "N", "O", "N", "C", "S", "H", "H", "H", "H"],
  "positions_angstrom": [[0.484, -2.259, 1.090], [0.221, -1.256, 1.118], [0.675, -0.664, 0.073], [1.750, -1.049, -0.769], [0.282, 0.436, -0.485], [-0.715, 1.063, 0.331], [-1.750, 1.735, -0.298], [-2.983, 2.056, 0.716], [2.136, -2.066, -0.153], [2.480, -0.364, -1.166], [-1.001, 0.240, 0.890], [-1.578, 2.127, -1.347]],
  "forces_ev_per_a": [[0.1, 1.0, 0.5], [-0.6, -0.1, -1.5], [3.2, -1.7, -0.9], [1.9, -4.7, 2.8], [-1.7, 3.0, -0.1], [-0.2, -1.0, -0.6], [0.7, 0.2, 0.4], [-0.4, 0.3, -0.8], [-0.6, 4.4, -3.1], [-1.8, -1.5, 1.4], [-0.4, 0.8, 0.6], [-0.2, -0.6, 1.3]],
  "nbo_charge": [0.368, -0.820, 0.698, -0.859, -0.353, -0.331, -0.117, -0.042, 0.377, 0.430, 0.426, 0.223],
  "relative_energy_kcal_mol": 104.1,
  "orbital_gap_ha": 0.33045,
  "total_energy_ha": -716.77478,
  "charge": 0,
  "e_lumo_ha": 0.00390,
  "smiles": "[H]/N=C(\\N)ONC=S"
}

[5]
{
  "formula": "C2H5N3OS",
  "method": "ωB97M-V with the def2-TZVPD basis set",
  "elements": ["C", "C", "N", "N", "N", "O", "S", "H", "H", "H", "H", "H"],
  "positions_angstrom": [[0.494, -0.785, -0.812], [-1.648, 0.512, -0.905], [1.070, 1.069, 2.738], [-0.801, -0.499, -1.363], [0.930, -0.228, 0.300], [1.179, -1.546, -1.458], [0.062, 0.748, 1.592], [-1.450, 1.048, -0.018], [-2.414, 0.770, -1.516], [1.545, 0.264, 3.138], [-0.920, -1.040, -2.236], [1.953, -0.313, 0.540]],
  "forces_ev_per_a": [[-1.9, -1.0, -3.0], [2.0, -2.0, 0.0], [-0.9, -0.5, -0.7], [1.1, 0.5, 1.5], [0.9, 2.2, 3.8], [0.8, -0.7, -0.4], [1.4, -0.2, -0.3], [0.2, 0.3, 0.3], [-2.2, 0.7, -1.6], [0.3, 0.0, 0.0], [-0.2, 0.8, 0.9], [-1.7, -0.2, -0.7]],
  "nbo_charge": [0.748, -0.234, -0.936, -0.605, -0.811, -0.638, 0.893, 0.172, 0.179, 0.365, 0.432, 0.433],
  "relative_energy_kcal_mol": 100.8,
  "orbital_gap_ha": [0.20869, 0.33969],
  "total_energy_ha": -716.78013,
  "charge": 0,
  "e_lumo_ha": [-0.05588, 0.01600]
}

[6]
{
  "formula": "C2H5N3OS",
  "method": "ωB97M-V with the def2-TZVPD basis set",
  "elements": ["H", "N", "C", "N", "C", "S", "N", "O", "H", "H", "H", "H"],
  "positions_angstrom": [[-0.132, -2.314, -1.778], [0.047, -1.501, -1.202], [-0.997, -1.198, -0.537], [-1.047, -0.124, 0.319], [-0.048, 0.785, 0.636], [-0.331, 2.030, 1.731], [1.115, 0.619, 0.029], [2.167, 1.444, 0.254], [-1.952, -1.715, -0.576], [-1.931, 0.042, 0.823], [1.305, -0.127, -0.618], [1.803, 2.059, 0.919]],
  "forces_ev_per_a": [[0.1, -0.1, -0.1], [-0.4, -0.1, 0.1], [0.4, 0.4, 0.0], [-0.9, 0.0, 0.5], [0.3, 0.2, 0.0], [0.1, -0.2, -0.2], [-0.7, -0.3, 0.1], [0.3, 0.3, 0.1], [0.0, -0.2, -0.1], [1.0, -0.1, -0.5], [-0.1, -0.4, -0.3], [0.0, 0.3, 0.3]],
  "nbo_charge": [0.364, -0.732, 0.295, -0.610, 0.239, -0.303, -0.266, -0.521, 0.171, 0.432, 0.442, 0.489],
  "relative_energy_kcal_mol": 48.0,
  "orbital_gap_ha": 0.33593,
  "total_energy_ha": -716.86422,
  "charge": 0,
  "e_lumo_ha": 0.01879,
  "smiles": "[H]/N=C/NC(=S)NO"
}